(a)
Here is 2 unconnected molecules or ions with the total composition C6H7NO2 from the Open Molecules 2025 dataset. Energies are from ωB97M-V/def2-TZVPD.

XYZ file:
```
16
C6H7NO2, DFT ωB97M-V/def2-TZVPD
C -0.41 0.04 -0.59
H -3.31 -0.14 -1.05
O 1.95 0.27 -1.15
H 1.11 -1.06 1.75
H -1.55 2.36 0.57
H -0.66 0.25 -1.66
C 3.06 -0.07 -0.62
C -1.53 -0.42 0.14
C -2.84 -0.48 -0.10
H -3.50 -0.58 0.72
H -1.33 -1.03 1.07
C 0.95 -0.13 -0.24
N 2.93 -0.64 0.55
H 4.13 0.01 -0.93
O -0.67 2.30 0.73
C 1.64 -0.69 0.80
```

Its spin multiplicity is 1. As for the net charge: 0. The value obtained for the HOMO energy (spin up / spin down) is -8.11 / -8.11 eV.

Here are the Mulliken charges for atoms 1 to 5, given in e: C -0.070; H 0.253; O -0.351; H 0.280; H 0.233

(b)
Here is 2 unconnected molecules or ions with the total composition C6H7NO2 from the Open Molecules 2025 dataset. Energies are from ωB97M-V/def2-TZVPD.

XYZ file:
```
16
C6H7NO2, DFT ωB97M-V/def2-TZVPD
H -1.12 1.63 2.70
C 1.05 -0.24 -0.65
C -0.40 -1.64 -1.50
H 0.56 3.28 -0.60
C -1.23 1.21 1.61
H -1.27 -1.97 -2.05
H 2.19 -1.74 0.38
N -0.64 2.31 0.95
H -0.93 0.11 1.47
O -0.11 -0.29 -1.40
C 0.42 -2.42 -0.68
O 1.58 0.91 -0.56
C 1.43 -1.52 -0.31
H -2.26 1.37 1.30
C 0.19 2.45 0.12
H 0.54 -3.45 -0.79
```

Its spin multiplicity is 1. As for the net charge: 0. The value obtained for the HOMO energy (spin up / spin down) is -6.80 / -6.80 eV.

Here are the Mulliken charges for atoms 1 to 5, given in e: H 0.305; C 0.601; C -0.338; H 0.333; C -0.608

Of them, the most stable is (b) and the least stable is (a).

(a)
Here is a molecular structure, C6H7NO2 from the Open Molecules 2025 dataset. Energies are from ωB97M-V/def2-TZVPD.

XYZ file:
```
16
C6H7NO2, DFT ωB97M-V/def2-TZVPD
H 0.85 1.80 1.42
C 0.63 -1.18 -2.16
H -1.39 1.88 2.49
H 0.44 -2.25 -2.15
O -1.92 -1.38 -0.20
H -2.65 0.75 1.70
C 0.64 0.75 1.19
H 1.15 0.12 1.92
H 1.68 -1.00 -2.35
C -1.62 1.06 1.82
O 2.27 0.75 -0.61
H 0.05 -0.73 -2.97
C 0.29 -0.54 -0.84
C -0.89 -0.81 -0.24
N -0.74 0.43 1.17
C 1.20 0.35 -0.20
```

Its spin multiplicity is 1. As for the net charge: 0. The value obtained for the HOMO energy is -8.55 eV.

Here are the Mulliken charges for atoms 1 to 5, given in e: H 0.416; C -1.425; H 0.263; H 0.348; O -0.556

(b)
Here is a molecular structure, C6H7NO2 from the Open Molecules 2025 dataset. Energies are from ωB97M-V/def2-TZVPD.

XYZ file:
```
16
C6H7NO2, DFT ωB97M-V/def2-TZVPD
C -0.68 -0.95 -0.77
H -0.15 -1.26 1.63
C -1.15 1.23 0.25
O 3.04 -0.12 -0.62
C 0.26 1.12 -0.13
H -0.64 -0.97 -1.87
H -1.77 2.05 0.64
H 0.36 1.38 -1.19
O 1.55 1.37 0.37
C 0.56 -0.39 -0.05
N 0.72 -1.09 1.21
H -2.74 -0.10 -0.42
C 1.94 0.16 -0.21
H 1.26 -0.53 1.87
C -1.67 0.09 -0.25
H -0.85 -1.98 -0.46
```

Its spin multiplicity is 1. As for the net charge: 0. The value obtained for the HOMO energy is -9.74 eV.

Here are the Mulliken charges for atoms 1 to 5, given in e: C -1.139; H 0.266; C -0.706; O -0.570; C 0.211

Of them, the most stable is (a) and the least stable is (b).

(a)
Here is a single C2H7IP2 molecule from the Open Molecules 2025 dataset. Energies are from ωB97M-V/def2-TZVPD.

XYZ file:
```
12
C2H7IP2, DFT ωB97M-V/def2-TZVPD
P -1.11 1.29 -0.42
H 1.17 0.55 -0.34
H -1.24 1.99 0.84
C 0.01 -0.59 1.27
H 0.07 -1.66 1.30
C 0.25 0.14 -0.07
H 1.28 -1.32 -1.90
H -0.92 -0.12 1.64
H -0.14 -2.21 -1.02
I -0.22 3.25 -1.60
P -0.01 -1.06 -1.74
H 0.86 -0.26 2.03
```

Its spin multiplicity is 1. As for the net charge: 0. The value obtained for the HOMO energy is -8.76 eV. As for the SMILES: C[C@@H](P)PI.

Here are the Mulliken charges for atoms 1 to 5, given in e: P -0.121; H 0.552; H 0.060; C -0.918; H 0.324

(b)
Here is a single C2H7IP2 molecule from the Open Molecules 2025 dataset. Energies are from ωB97M-V/def2-TZVPD.

XYZ file:
```
12
C2H7IP2, DFT ωB97M-V/def2-TZVPD
H -0.42 0.32 -1.85
P 1.09 -1.25 -0.77
C -0.43 0.94 -0.92
H -1.47 1.38 -0.86
I 2.37 -2.31 1.03
H 0.24 1.82 -0.99
H -2.02 0.44 1.00
P -1.39 -0.86 1.04
C 0.08 0.04 0.21
H -0.82 -0.80 2.35
H 0.68 0.55 0.90
H 2.09 -0.27 -1.14
```

Its spin multiplicity is 1. As for the net charge: 0. The value obtained for the HOMO energy is -9.13 eV. As for the SMILES: C[C@@H](P)PI.

Here are the Mulliken charges for atoms 1 to 5, given in e: H 0.329; P -0.067; C -1.194; H 0.376; I -0.110

Of them, the most stable is (b) and the least stable is (a).

(a)
Here is 3 unconnected molecules or ions with the total composition C2H12N2O2 from the Open Molecules 2025 dataset. Energies are from ωB97M-V/def2-TZVPD.

XYZ file:
```
18
C2H12N2O2, DFT ωB97M-V/def2-TZVPD
H 2.62 5.99 -1.40
H 1.54 -0.11 2.00
H 1.83 -1.72 2.27
H 1.29 -2.04 -0.22
H 0.28 -0.85 -0.32
H -1.89 -1.71 1.43
H -0.55 0.13 1.92
H -0.12 -0.81 3.40
O 2.04 6.70 -0.94
O -2.45 -0.99 -5.11
H -2.71 -1.28 -6.01
C 1.17 -1.01 1.67
H -3.15 -1.53 -4.62
C -0.24 -0.89 2.35
N -1.22 -2.00 2.12
N 1.15 -1.11 0.15
H 1.16 6.29 -0.77
H -0.75 -3.06 2.08
```

Its spin multiplicity is 2. As for the net charge: +1. The expectation value of S² is 0.7566. The value obtained for the HOMO energy (spin up / spin down) is -13.09 / -13.09 eV.

Here are the Mulliken charges for atoms 1 to 5, given in e: H 0.329; H 0.299; H 0.361; H 0.294; H 0.273

(b)
Here is 3 unconnected molecules or ions with the total composition C2H12N2O2 from the Open Molecules 2025 dataset. Energies are from ωB97M-V/def2-TZVPD.

XYZ file:
```
18
C2H12N2O2, DFT ωB97M-V/def2-TZVPD
C -0.35 -0.18 1.25
H 0.63 1.53 0.19
H -0.77 -0.73 -1.27
H -2.21 0.92 -0.31
H 0.96 -1.64 0.79
H -0.62 1.97 1.30
H -1.21 -1.93 -2.19
H 1.45 -0.63 -1.42
H 2.49 0.37 -0.77
H 1.68 -0.34 1.83
H -1.33 2.08 -1.03
O 2.36 -0.53 -1.11
O -0.46 -1.52 -1.74
N 0.90 -0.88 1.47
N -1.26 1.18 -0.59
C -0.35 1.22 0.54
H -1.04 -0.91 0.84
H -0.85 0.03 2.21
```

Its spin multiplicity is 2. As for the net charge: +1. The expectation value of S² is 0.7551. The value obtained for the HOMO energy (spin up / spin down) is -14.66 / -14.58 eV.

Here are the Mulliken charges for atoms 1 to 5, given in e: C -0.912; H 0.300; H 0.333; H 0.217; H 0.366

Of them, the most stable is (b) and the least stable is (a).

(a)
Here is a molecular structure, CH3N2S from the Open Molecules 2025 dataset. Energies are from ωB97M-V/def2-TZVPD.

XYZ file:
```
7
CH3N2S, DFT ωB97M-V/def2-TZVPD
N -1.25 -0.98 -0.04
S 2.20 -0.20 -0.03
H 0.17 1.44 -0.87
H 0.10 1.34 0.85
C -0.16 -0.42 -0.02
H -1.58 -1.91 0.13
N 0.51 0.74 -0.02
```

Its spin multiplicity is 1. As for the net charge: +1. The value obtained for the HOMO energy is -14.69 eV.

Here are the Mulliken charges for atoms 1 to 5, given in e: N -0.168; S 0.035; H 0.443; H 0.432; C 0.283

(b)
Here is a gas-phase ion, CH3N2S (charge +1) from the Open Molecules 2025 dataset. Energies are from ωB97M-V/def2-TZVPD.

XYZ file:
```
7
CH3N2S, DFT ωB97M-V/def2-TZVPD
S 1.91 0.32 0.13
H -1.70 0.28 -0.36
N 0.74 -1.14 -0.10
H -0.93 1.72 -0.19
H 0.59 -1.97 0.65
C 0.25 0.07 -0.05
N -0.85 0.72 -0.08
```

Its spin multiplicity is 1. As for the net charge: +1. The value obtained for the HOMO energy is -15.10 eV.

Here are the Mulliken charges for atoms 1 to 5, given in e: S 0.119; H 0.295; N -0.343; H 0.286; H 0.373

(c)
Here is 2 unconnected molecules or ions with the total composition CH3N2S from the Open Molecules 2025 dataset. Energies are from ωB97M-V/def2-TZVPD.

XYZ file:
```
7
CH3N2S, DFT ωB97M-V/def2-TZVPD
H 1.27 -0.26 -0.08
N -1.59 -1.19 -0.16
H -1.81 -1.97 0.39
S -2.43 0.35 0.03
C -0.78 -0.08 -0.03
H 1.59 1.91 -0.75
N 0.42 0.27 -0.09
```

Its spin multiplicity is 1. As for the net charge: +1. The value obtained for the HOMO energy (spin up / spin down) is -14.55 / -14.34 eV.

Here are the Mulliken charges for atoms 1 to 5, given in e: H 0.342; N -0.240; H 0.313; S 0.123; C 0.423

(d)
Here is a gas-phase ion, CH3N2S (charge +1) from the Open Molecules 2025 dataset. Energies are from ωB97M-V/def2-TZVPD.

XYZ file:
```
7
CH3N2S, DFT ωB97M-V/def2-TZVPD
H 1.96 -0.15 0.19
C -0.17 -0.18 0.09
S -1.79 -0.36 -0.16
N -1.08 1.14 0.11
N 1.02 -0.64 0.10
H -1.03 1.86 -0.65
H 1.11 -1.68 0.33
```

Its spin multiplicity is 1. As for the net charge: +1. The value obtained for the HOMO energy is -14.61 eV.

Here are the Mulliken charges for atoms 1 to 5, given in e: H 0.325; C 0.431; S 0.187; N -0.293; N -0.288

Of them, the most stable is (b) and the least stable is (c).

(a)
Here is a molecular structure, C3H5FOS from the Open Molecules 2025 dataset. Energies are from ωB97M-V/def2-TZVPD.

XYZ file:
```
11
C3H5FOS, DFT ωB97M-V/def2-TZVPD
S 2.46 -0.29 0.78
H 0.62 1.46 -0.37
C -0.73 0.04 0.67
H -0.51 0.10 1.75
C 0.36 0.32 -0.33
H 1.24 -1.96 -0.68
H -0.94 -1.10 0.35
H -1.82 0.93 -0.69
C 1.41 -0.67 -0.29
F -0.28 0.26 -1.57
O -1.83 0.90 0.39
```

Its spin multiplicity is 1. As for the net charge: 0. The value obtained for the HOMO energy is -9.26 eV.

Here are the Mulliken charges for atoms 1 to 5, given in e: S -0.231; H 0.286; C -0.375; H 0.309; C 0.270

(b)
Here is a single C3H5FOS molecule from the Open Molecules 2025 dataset. Energies are from ωB97M-V/def2-TZVPD.

XYZ file:
```
11
C3H5FOS, DFT ωB97M-V/def2-TZVPD
O -1.73 -0.67 0.12
S 0.05 1.15 1.48
H 0.67 1.05 -1.00
H -1.42 -0.05 -1.74
C 0.60 -0.98 -0.68
C -0.79 -0.43 -0.82
H -0.02 -0.34 2.05
C 0.14 0.47 -0.15
H -0.92 -0.13 1.18
F 1.61 -0.66 -1.69
H 0.57 -1.98 -0.07
```

Its spin multiplicity is 1. As for the net charge: 0. The value obtained for the HOMO energy is -9.25 eV.

Here are the Mulliken charges for atoms 1 to 5, given in e: O -0.628; S -0.212; H 0.321; H 0.288; C 0.102

Of them, the most stable is (a) and the least stable is (b).